[1]
Entry from OMol25: C7H13N in the gas phase in a non-equilibrium geometry (ωB97M-V/def2-TZVPD).

Atoms and positions in Å:
1 C 3.168 -1.014 -0.729
2 N 2.188 -1.631 -0.195
3 C 0.705 -0.962 -0.112
4 C -0.348 -1.935 -0.487
5 C 0.779 0.202 0.457
6 C -0.672 1.082 0.697
7 C -1.942 0.324 1.035
8 C -0.894 2.069 -0.439
9 H 3.127 0.048 -1.049
10 H 4.166 -1.485 -0.774
11 H -1.041 -1.516 -1.219
12 H -0.876 -2.310 0.395
13 H 0.120 -2.812 -0.948
14 H 1.640 0.846 0.582
15 H -0.377 1.646 1.589
16 H -1.766 -0.443 1.793
17 H -2.408 -0.129 0.155
18 H -2.694 1.015 1.438
19 H -1.676 2.793 -0.177
20 H 0.009 2.650 -0.655
21 H -1.208 1.563 -1.358

SMILES string: C=N/C(C)=C/C(C)C
ΔE to the lowest compared entry with this formula, charge and spin: 228.0 kJ/mol
Highest occupied orbital energy: -8.95 eV

[2]
Entry from OMol25: C4H8O in the gas phase (ωB97M-V/def2-TZVPD).

Atoms and positions in Å:
1 C -0.943 -0.036 1.032
2 C -0.022 -0.816 -1.263
3 O -0.488 0.282 -1.852
4 C 1.175 -0.370 -0.475
5 C 0.490 0.437 0.659
6 H -0.952 -1.042 1.466
7 H -1.684 -0.060 0.224
8 H -1.326 0.676 1.760
9 H -1.346 0.044 -2.229
10 H 1.736 -1.233 -0.098
11 H 1.846 0.260 -1.078
12 H 1.091 0.401 1.573
13 H 0.448 1.484 0.339

ΔE to the lowest compared entry with this formula, charge and spin: 276.9 kJ/mol
Highest occupied orbital energy: -8.33 eV

[3]
Entry from OMol25: C5H10O3 in the gas phase in a non-equilibrium geometry (ωB97M-V/def2-TZVPD).

Atoms and positions in Å:
1 C 0.798 1.907 -0.003
2 C -0.335 1.195 -0.730
3 C -0.788 -0.177 -0.059
4 C -0.861 -0.248 1.456
5 C 0.262 -1.111 -0.587
6 O 1.425 -0.943 -0.885
7 O -0.257 -2.366 -0.540
8 O 0.712 -3.375 -0.694
9 H 1.034 2.839 -0.512
10 H 0.527 2.148 1.022
11 H 1.692 1.289 0.012
12 H -1.225 1.827 -0.713
13 H -0.084 1.091 -1.787
14 H -1.758 -0.440 -0.493
15 H -1.474 0.577 1.815
16 H 0.125 -0.153 1.907
17 H -1.300 -1.193 1.765
18 H 1.509 -2.866 -0.973

SMILES string: CC[C@H](C)C(=O)OO
ΔE to the lowest compared entry with this formula, charge and spin: 276.3 kJ/mol
Highest occupied orbital energy: -10.57 eV

[4]
Entry from OMol25: a molecular structure, C23H22N4O4S in a non-equilibrium geometry (ωB97M-V/def2-TZVPD).

Atoms and positions in Å:
1 C -0.504 -0.823 2.961
2 H 0.256 0.036 2.969
3 O -0.413 -1.237 1.530
4 C 0.608 -1.970 1.061
5 C 1.826 -2.048 1.539
6 C 2.825 -2.622 1.185
7 C 2.641 -3.402 0.143
8 C 1.472 -3.319 -0.764
9 C 0.353 -2.658 -0.189
10 O -0.814 -2.817 -0.685
11 C -1.057 -1.812 -1.843
12 C -0.821 -0.474 -1.716
13 N 0.462 -0.187 -1.945
14 N 0.390 1.355 -1.401
15 C -0.844 1.458 -1.111
16 N -1.659 0.302 -0.947
17 C -2.910 0.009 -0.680
18 C -3.909 1.050 -1.104
19 C -5.100 1.063 -0.910
20 C -5.641 -0.069 0.048
21 C -4.729 -1.049 0.281
22 C -3.463 -0.812 0.201
23 H -2.617 -1.502 0.453
24 H -5.061 -1.830 1.151
25 H -6.655 -0.057 -0.051
26 H -5.841 1.703 -1.205
27 H -3.538 1.747 -1.800
28 S -1.348 3.153 -0.331
29 C -0.872 2.719 1.519
30 H -1.324 1.905 1.939
31 C 0.710 2.591 1.530
32 O 1.051 1.883 2.456
33 N 1.535 3.011 0.652
34 H 1.076 3.157 -0.263
35 C 2.896 2.616 0.613
36 C 3.317 1.978 -0.486
37 C 3.698 2.050 -1.973
38 C 3.791 0.811 -2.180
39 C 3.437 -0.096 -1.497
40 O 3.029 0.572 -0.255
41 H 3.472 -1.285 -1.394
42 H 3.945 0.686 -3.221
43 H 3.758 2.967 -2.196
44 H 3.116 2.066 1.591
45 H 3.373 3.685 0.442
46 H -0.884 3.621 1.910
47 H -0.222 -2.467 -2.596
48 H -1.900 -2.308 -2.146
49 H 1.385 -3.818 -1.652
50 H 3.442 -3.732 -0.400
51 H 3.871 -2.416 1.564
52 H 1.965 -1.238 2.531
53 H -0.059 -1.535 3.487
54 H -1.516 -0.614 3.188

ΔE to the lowest compared entry with this formula, charge and spin: 2070.5 kJ/mol
Highest occupied orbital energy: -7.92 eV

What did the third record say?
Entry from OMol25: C5H10O3 in the gas phase in a non-equilibrium geometry (ωB97M-V/def2-TZVPD).

Atoms and positions in Å:
1 C 0.798 1.907 -0.003
2 C -0.335 1.195 -0.730
3 C -0.788 -0.177 -0.059
4 C -0.861 -0.248 1.456
5 C 0.262 -1.111 -0.587
6 O 1.425 -0.943 -0.885
7 O -0.257 -2.366 -0.540
8 O 0.712 -3.375 -0.694
9 H 1.034 2.839 -0.512
10 H 0.527 2.148 1.022
11 H 1.692 1.289 0.012
12 H -1.225 1.827 -0.713
13 H -0.084 1.091 -1.787
14 H -1.758 -0.440 -0.493
15 H -1.474 0.577 1.815
16 H 0.125 -0.153 1.907
17 H -1.300 -1.193 1.765
18 H 1.509 -2.866 -0.973

SMILES string: CC[C@H](C)C(=O)OO
ΔE to the lowest compared entry with this formula, charge and spin: 276.3 kJ/mol
Highest occupied orbital energy: -10.57 eV

Question: What is the ΔE to the lowest compared entry with this formula, charge and spin in the third record?
Answer: 276.3 kJ/mol